The following is a quantum chemistry calculation of the molecule C4H12OP2 in a non-equilibrium geometry, from the OMol25 dataset.

Its HOMO energy is -0.2891 Ha. The LUMO energy is 0.3 eV. As for the multiplicity: 1. As for the SMILES: CP(=O)=P(C)(C)C. The HOMO-LUMO gap is 8.1 eV.

Geometry (Å):
C1 0.30760 1.17906 -2.42802
P1 1.45224 0.03267 -1.58592
O1 2.74895 0.69957 -1.92581
P2 0.16698 -0.03271 0.56838
C2 1.05234 -1.60996 1.16141
C3 -1.46329 -0.57422 -0.20898
C4 -0.62152 0.76125 2.12165
H1 0.68534 1.42815 -3.38626
H2 0.19894 2.00617 -1.77582
H3 -0.76689 0.80180 -2.47609
H4 2.09408 -1.33627 1.32234
H5 0.41145 -1.93926 1.97330
H6 0.96562 -2.27065 0.32829
H7 -1.32980 -1.03636 -1.24693
H8 -1.83540 -1.35142 0.46727
H9 -1.85631 0.43787 -0.00275
H10 -1.60881 0.35856 2.36217
H11 0.10058 0.64649 2.90165
H12 -0.70209 1.79926 1.83010

Cartesian forces, eV/Å:
-2.762 -1.401 0.878
0.666 0.044 -1.281
0.153 -0.337 0.782
-0.075 -0.908 0.509
-1.443 1.999 -0.421
2.070 -0.495 0.227
0.470 -0.543 -1.645
0.359 0.290 -0.789
0.283 1.329 0.313
1.303 0.197 -0.342
-0.141 -0.335 0.536
0.673 -0.368 0.481
0.110 -0.619 -0.455
-0.464 1.287 1.357
-0.422 0.367 -0.137
-1.114 -0.840 -1.100
0.273 -0.100 0.075
0.206 0.063 0.727
-0.144 0.371 0.285



The following is a quantum chemistry calculation of a cluster of 2 separate species, CH7N2O in total in a non-equilibrium geometry, from the OMol25 dataset.

Its HOMO energy is -0.0882 Ha. The LUMO energy is 4.4 eV. Its total charge is -1. As for the multiplicity: 1. The HOMO-LUMO gap is 6.8 eV.

Geometry (Å):
N1 2.53524 0.93522 1.51173
H1 3.32357 1.00706 0.86168
H2 1.67042 1.28487 0.94056
H3 2.53403 -0.03979 1.54910
N2 -1.73301 -1.18740 -0.14249
C1 -1.34880 0.08950 -1.01358
O1 -0.10819 0.34497 -1.39208
H4 -1.33631 -1.27170 0.82811
H5 -1.59732 -1.94509 -0.76973
H6 -1.90796 0.89357 -0.51562
H7 -2.03167 -0.11120 -1.85768

Cartesian forces, eV/Å:
-0.785 2.551 -1.643
-0.237 0.784 0.031
1.978 -1.358 1.165
-1.056 -2.039 0.325
-0.069 1.935 0.749
-0.291 -0.588 -0.026
-0.098 -0.323 0.815
-0.005 -0.050 -1.841
0.613 -1.059 0.205
0.180 0.514 0.768
-0.231 -0.367 -0.547



The following is a quantum chemistry calculation of a structure of composition C29H23HfN7O5 in a non-equilibrium geometry, from the OMol25 dataset.

Its HOMO energy is -0.5254 Ha. The LUMO energy is -6.9 eV. Its total charge is +2. As for the multiplicity: 1. The HOMO-LUMO gap is 7.4 eV.

Geometry (Å):
Hf1 -0.45533 1.44333 0.97289
O1 -0.73841 1.50321 3.14545
C1 0.03625 2.46065 3.32633
O2 0.56156 2.99807 2.31199
H1 0.25050 2.73003 4.33984
N1 -4.19039 -7.92670 -3.07013
C2 -3.62556 -7.12385 -2.47017
C3 -3.10692 -5.97441 -1.70775
C4 -3.60103 -4.73721 -1.99017
C5 -3.20601 -3.67909 -1.18675
C6 -2.35119 -3.87483 -0.14013
C7 -1.78897 -5.10055 0.16379
C8 -2.17853 -6.13319 -0.66523
N2 -2.02421 -2.70080 0.67434
C9 -2.09219 -2.56292 2.04222
C10 -1.73336 -1.30665 2.37201
N3 -1.35427 -0.65979 1.21358
C11 -1.53007 -1.52445 0.20549
H2 -4.32941 -4.64055 -2.75061
H3 -3.58221 -2.67589 -1.42560
H4 -1.05713 -5.26857 0.92069
H5 -1.83024 -7.18596 -0.59697
H6 -2.46611 -3.36444 2.63409
H7 -1.67288 -0.85378 3.33154
H8 -1.20714 -1.31881 -0.79884
C12 0.11789 4.11592 -0.38423
O3 0.51411 2.72171 -0.41254
C13 1.40585 2.17917 -1.40330
C14 0.90854 1.70506 -2.61093
C15 1.84993 1.31268 -3.55573
C16 3.22114 1.33137 -3.20631
C17 3.66773 1.73348 -1.96289
C18 2.74175 2.15798 -1.03946
N4 3.18240 2.62520 0.24989
C19 3.56641 1.97962 1.29018
C20 3.48430 0.64001 1.59790
C21 4.61018 0.05921 2.18165
C22 4.80437 -1.30518 2.28818
C23 3.85516 -2.12209 1.67126
C24 2.68186 -1.60508 1.20193
C25 2.43303 -0.23012 1.16692
O4 1.24426 0.43817 0.84932
H9 1.00379 4.74644 -0.34084
H10 -0.39711 4.26010 0.55077
H11 -0.45576 4.35658 -1.33342
H12 -0.12396 1.91124 -2.82448
H13 1.48354 0.90422 -4.49723
H14 3.98042 0.83313 -3.83771
H15 4.73774 1.72614 -1.70779
H16 3.41842 3.58868 0.30140
H17 4.14237 2.54486 1.98339
H18 5.40197 0.67676 2.55338
H19 5.66134 -1.66404 2.84513
H20 3.91361 -3.18894 1.67230
H21 1.90519 -2.25264 0.87707
N5 -2.61867 2.68576 1.11804
C26 -2.67957 2.41881 -0.30874
O5 -1.89538 1.38259 -0.53952
C27 -3.17943 3.29246 -1.23626
C28 -3.90916 4.45705 -0.73002
N6 -4.54762 5.20107 -0.10935
C29 -2.66579 3.15592 -2.57593
N7 -1.93920 3.07580 -3.44633
H22 -3.00159 3.65202 1.23838
H23 -3.25077 1.97605 1.57404

Cartesian forces, eV/Å:
-0.020 -1.352 1.158
-1.173 -1.400 -0.443
0.609 0.225 -0.317
-0.110 0.147 -0.178
0.342 0.646 0.642
0.369 0.114 0.170
0.091 0.738 0.422
0.269 -1.318 0.121
0.066 0.490 0.585
-0.730 0.937 -0.967
0.592 1.191 1.104
-0.469 -0.463 -1.061
-0.120 -2.086 -0.610
0.961 0.752 -0.562
-0.747 -0.709 -0.115
0.424 -0.192 -0.639
-0.059 0.045 -0.411
-0.087 -0.033 0.958
-0.507 0.389 -0.711
0.094 -0.436 0.346
0.242 0.099 0.518
0.118 1.024 0.549
-0.170 -0.306 0.355
-0.017 0.256 0.423
-0.341 -0.193 -0.257
0.213 0.631 -2.021
0.430 -0.343 -0.594
-0.575 0.726 0.547
0.876 1.433 0.535
0.623 -0.583 0.500
-0.111 -1.385 -0.929
0.579 0.048 0.136
-0.436 -0.073 0.178
-0.418 0.353 -0.748
0.462 0.398 0.379
-0.886 -2.759 -0.707
0.606 -0.412 0.687
-0.336 0.310 -0.419
0.515 0.083 1.086
-1.650 1.628 -0.722
-0.507 1.700 0.057
1.392 -1.653 0.239
0.119 -0.047 -0.086
-0.506 0.105 0.058
0.469 -0.270 1.354
-0.359 -0.482 -0.218
0.397 0.280 0.085
-0.676 0.731 -0.019
-0.577 -0.105 -0.178
0.107 1.025 -0.248
0.344 0.782 0.483
0.226 0.519 0.202
-0.040 -0.207 -0.349
0.414 -0.499 0.058
-0.515 -0.534 -0.293
-1.657 0.158 -0.736
1.342 -0.144 0.148
-0.548 0.480 -0.543
-0.235 0.372 0.506
-0.483 -0.704 0.210
0.884 -0.517 -0.717
-0.760 0.478 2.160
0.692 -0.237 -1.676
0.318 -0.968 0.670
0.642 1.121 -0.155



The following is a quantum chemistry calculation of a cluster of 2 separate species, C4H11NO in total in a non-equilibrium geometry, from the OMol25 dataset.

Its HOMO energy is -0.3583 Ha. The LUMO energy is 0.9 eV. As for the multiplicity: 1. As for the SMILES: CC(C)O.C=N. The HOMO-LUMO gap is 10.7 eV.

Geometry (Å):
C1 1.75374 1.11714 0.06470
C2 0.60698 0.15254 -0.23190
C3 1.04910 -1.30395 -0.10161
O1 0.04065 0.40236 -1.50478
H1 2.58563 0.93897 -0.61550
H2 2.10528 0.98158 1.08372
H3 1.41985 2.14399 -0.05936
H4 -0.20438 0.34369 0.47554
H5 1.38563 -1.50671 0.91245
H6 1.86836 -1.51597 -0.79239
H7 0.21392 -1.96339 -0.33545
H8 0.70772 0.21630 -2.17522
C4 -2.81349 -0.00666 1.03520
N1 -2.79114 -0.43158 -0.13592
H9 -3.40020 -0.55198 1.76361
H10 -2.30406 0.88972 1.41710
H11 -2.22358 0.09394 -0.80019

Cartesian forces, eV/Å:
-0.347 -0.135 -0.099
0.456 -0.128 0.422
-0.287 0.270 -0.075
-0.152 0.095 -0.303
0.116 -0.027 -0.063
0.099 0.001 0.121
-0.007 0.104 0.003
0.091 -0.037 -0.064
0.077 -0.069 0.072
0.041 -0.007 0.004
0.013 -0.042 0.015
-0.056 0.005 -0.011
0.055 0.554 0.720
-0.103 -0.618 -1.046
-0.140 -0.106 0.238
0.037 -0.064 -0.179
0.106 0.204 0.245